Entry 1:
{
  "formula": "C5H13N5OS",
  "method": "ωB97M-V with the def2-TZVPD basis set",
  "homo_ev": [-14.755, -14.756],
  "orbital_gap_ha": [0.271, 0.271],
  "total_charge": 2,
  "species": ["C", "C", "C", "C", "C", "N", "N", "N", "N", "N", "O", "S", "H", "H", "H", "H", "H", "H", "H", "H", "H", "H", "H", "H", "H"],
  "xyz": [[-0.649, 1.208, -0.070], [0.309, -1.904, -0.500], [1.966, 0.161, -0.957], [-0.609, -1.180, 0.357], [1.787, 1.034, 0.230], [0.553, 1.395, 0.484], [-1.250, 0.082, -0.247], [-1.741, -1.912, 1.054], [2.774, 1.407, 0.911], [-2.670, 0.136, -0.470], [-1.418, 2.295, -0.366], [1.976, -1.455, -0.139], [0.343, -3.041, -0.363], [0.091, -1.823, -1.587], [1.183, 0.448, -1.707], [2.935, 0.222, -1.366], [0.508, 2.085, 1.186], [-1.472, -2.153, 2.020], [-2.113, -2.752, 0.556], [-2.551, -1.227, 1.021], [2.865, 1.995, 1.757], [3.804, 1.090, 0.756], [-2.939, 1.088, -0.700], [-2.743, -0.310, -1.516], [-0.937, 3.112, -0.344]],
  "forces_ev_per_a": [[-2.76, 0.89, -1.99], [-0.39, -2.48, -1.12], [-0.75, 0.38, 0.58], [-2.46, 1.87, 0.73], [-0.12, -2.08, -3.37], [-0.03, 1.53, 1.77], [0.56, -1.50, 1.76], [-0.55, 0.46, -1.08], [5.78, 1.16, 2.73], [0.50, -2.11, -4.29], [0.76, -1.47, 0.44], [0.94, -0.54, -0.93], [-0.48, 1.40, 0.22], [0.38, 0.11, 0.40], [0.71, -0.95, 0.44], [1.04, 0.61, -0.67], [-0.29, 1.07, 1.35], [-0.34, 0.09, -0.51], [0.43, 0.36, 0.51], [0.68, -0.83, 0.49], [-1.25, -0.37, -0.51], [-2.64, 0.32, -0.53], [-0.02, 0.31, 0.56], [-0.22, 0.83, 3.16], [0.51, 0.95, -0.12]],
  "mulliken_charge": [0.455, -0.746, -0.844, -0.597, 0.578, -0.188, 0.414, -0.154, -0.336, -0.801, -0.543, 0.025, 0.389, 0.373, 0.383, 0.484, 0.274, 0.385, 0.362, 0.440, 0.253, 0.333, 0.358, 0.336, 0.366]
}

***

Entry 2:
{
  "formula": "C27H50O23P2",
  "method": "ωB97M-V with the def2-TZVPD basis set",
  "homo_ev": -10.540,
  "smiles": "CCOP(=O)(OCC)OCC.CCOP(=O)(OCC)OCC.O=C1OCCO1.O=C1OCCO1.O=C1OCCO1.O=C1OCCO1.O=C1OCCO1",
  "orbital_gap_ha": 0.389,
  "species": ["C", "C", "O", "C", "O", "O", "H", "H", "H", "H", "C", "C", "O", "C", "O", "O", "H", "H", "H", "H", "C", "C", "O", "C", "O", "O", "H", "H", "H", "H", "C", "C", "O", "C", "O", "O", "H", "H", "H", "H", "C", "C", "O", "C", "O", "O", "H", "H", "H", "H", "C", "C", "O", "P", "O", "O", "C", "C", "O", "C", "C", "H", "H", "H", "H", "H", "H", "H", "H", "H", "H", "H", "H", "H", "H", "H", "C", "C", "O", "P", "O", "O", "C", "C", "O", "C", "C", "H", "H", "H", "H", "H", "H", "H", "H", "H", "H", "H", "H", "H", "H", "H"],
  "xyz": [[-25.398, -18.310, -20.195], [-24.074, -17.680, -20.610], [-23.150, -18.731, -20.287], [-23.787, -19.906, -20.204], [-23.255, -20.973, -20.201], [-25.130, -19.709, -20.105], [-26.206, -18.088, -20.890], [-25.721, -17.988, -19.203], [-23.818, -16.828, -19.988], [-23.999, -17.410, -21.661], [-23.787, -14.895, -23.275], [-24.913, -13.875, -23.021], [-24.348, -12.620, -23.360], [-23.027, -12.772, -23.645], [-22.294, -11.876, -23.880], [-22.691, -14.079, -23.671], [-23.997, -15.607, -24.066], [-23.546, -15.386, -22.337], [-25.156, -13.797, -21.957], [-25.830, -14.173, -23.518], [-20.468, -19.380, -16.714], [-20.375, -18.918, -18.186], [-21.123, -17.710, -18.191], [-21.820, -17.597, -17.041], [-22.637, -16.770, -16.815], [-21.478, -18.560, -16.154], [-19.524, -19.167, -16.206], [-20.617, -20.453, -16.615], [-20.824, -19.603, -18.904], [-19.329, -18.749, -18.429], [-23.888, -23.704, -21.167], [-24.328, -23.680, -19.684], [-25.096, -24.868, -19.518], [-25.318, -25.446, -20.730], [-26.031, -26.372, -20.924], [-24.571, -24.851, -21.683], [-22.823, -23.810, -21.347], [-24.284, -22.818, -21.656], [-25.034, -22.867, -19.516], [-23.477, -23.503, -19.031], [-28.034, -21.023, -23.158], [-26.637, -20.438, -23.003], [-25.815, -21.389, -23.698], [-26.488, -22.561, -23.811], [-26.041, -23.581, -24.194], [-27.785, -22.398, -23.427], [-28.581, -20.512, -23.951], [-28.596, -20.965, -22.228], [-26.321, -20.358, -21.965], [-26.546, -19.441, -23.431], [-27.489, -15.198, -20.004], [-28.642, -15.915, -20.666], [-28.803, -15.515, -22.044], [-27.998, -16.319, -23.136], [-26.613, -16.533, -22.712], [-28.838, -17.645, -23.307], [-30.252, -17.543, -23.654], [-31.068, -18.129, -22.543], [-28.233, -15.432, -24.403], [-27.455, -15.701, -25.585], [-27.865, -16.964, -26.314], [-27.210, -15.653, -19.052], [-26.614, -15.211, -20.652], [-27.737, -14.156, -19.802], [-28.575, -17.002, -20.564], [-29.582, -15.617, -20.200], [-30.506, -16.492, -23.784], [-30.389, -18.085, -24.586], [-31.006, -17.579, -21.608], [-32.127, -18.170, -22.832], [-30.880, -19.193, -22.368], [-27.519, -14.831, -26.240], [-26.386, -15.729, -25.344], [-27.351, -17.002, -27.270], [-27.586, -17.843, -25.726], [-28.950, -17.005, -26.408], [-25.014, -13.321, -15.840], [-25.694, -12.343, -16.758], [-24.982, -12.245, -18.008], [-23.740, -11.260, -18.148], [-23.016, -10.992, -16.918], [-22.944, -12.035, -19.271], [-22.401, -13.307, -18.836], [-22.379, -14.388, -19.898], [-24.281, -9.959, -18.817], [-24.951, -9.878, -20.099], [-24.010, -9.260, -21.094], [-25.071, -14.324, -16.267], [-24.005, -13.038, -15.553], [-25.564, -13.412, -14.894], [-26.685, -12.730, -16.992], [-25.805, -11.355, -16.309], [-21.416, -13.102, -18.412], [-23.021, -13.670, -18.010], [-21.843, -14.105, -20.806], [-21.898, -15.276, -19.486], [-23.427, -14.592, -20.142], [-25.306, -10.878, -20.365], [-25.839, -9.261, -19.961], [-23.132, -9.886, -21.224], [-24.492, -9.178, -22.067], [-23.711, -8.261, -20.783]],
  "forces_ev_per_a": [[-0.56, 0.59, 0.41], [-0.04, -0.19, 0.73], [0.39, -0.03, -0.41], [-0.36, 0.10, 0.04], [-0.04, 0.13, 0.20], [0.50, -0.25, -0.47], [0.09, -0.28, -0.20], [0.14, 0.11, 0.01], [0.01, 0.07, -0.05], [-0.07, -0.25, -0.09], [-0.29, 0.56, 0.31], [0.03, -0.62, 1.09], [0.02, -0.05, -0.54], [-0.49, -0.10, -0.24], [0.30, 0.25, 0.00], [0.25, 0.03, 0.14], [-0.06, -0.10, 0.01], [0.21, -0.28, -0.15], [0.01, -0.27, -0.03], [-0.02, 0.66, -0.53], [1.20, 0.07, -0.48], [0.11, -0.56, 0.50], [-0.02, 0.28, 0.17], [0.15, -0.39, 0.19], [-0.34, 0.52, -0.16], [-0.25, -0.30, -0.27], [-0.12, 0.11, 0.08], [-0.68, 0.11, 0.12], [-0.02, -0.06, 0.04], [-0.12, 0.28, -0.31], [-0.87, -0.05, 0.33], [-0.40, 0.96, -0.80], [0.42, -0.35, 0.09], [0.68, 0.14, 0.01], [-0.25, -0.15, 0.16], [-0.05, 0.06, -0.01], [0.04, -0.01, 0.09], [0.29, -0.04, -0.27], [0.22, 0.18, -0.01], [-0.14, -0.80, 0.40], [0.13, 0.23, 0.58], [0.02, 0.17, 0.06], [-0.01, 0.24, 0.18], [-0.53, 0.33, 0.06], [0.36, -0.30, -0.20], [0.02, 0.20, -0.24], [-0.10, -0.39, -0.20], [-0.12, 0.07, -0.06], [0.05, -0.32, 0.03], [0.12, -0.14, -0.30], [0.32, 0.29, -0.02], [-0.44, 0.21, 0.44], [-0.26, 0.36, -0.15], [-0.28, 0.26, 1.26], [0.60, -0.71, -0.52], [0.21, -0.35, -0.39], [0.25, 0.06, 0.39], [-1.06, -0.84, 0.02], [0.00, 0.14, -0.38], [0.85, 0.23, -0.70], [-0.08, -0.09, 0.81], [-0.15, -0.10, -0.02], [0.01, -0.10, 0.03], [-0.03, -0.01, -0.07], [0.15, 0.00, -0.28], [0.01, -0.09, 0.03], [-0.03, -0.01, -0.20], [0.02, 0.03, -0.07], [0.18, 0.06, -0.01], [0.11, 0.46, -0.07], [0.56, 0.18, 0.06], [-0.57, 0.07, 0.20], [-0.16, -0.22, 0.36], [-0.18, -0.06, -0.14], [0.12, -0.01, -0.12], [0.01, 0.12, -0.42], [-0.38, -0.44, 0.77], [0.03, -0.03, 0.15], [-0.51, -0.07, 0.09], [-0.21, -0.25, -0.15], [0.20, 0.10, 0.62], [0.12, -0.32, -0.74], [0.34, -0.12, 0.77], [-0.31, 0.73, -0.15], [-0.11, 0.41, -0.26], [-0.12, -0.20, 0.31], [-0.03, -0.15, -0.35], [0.43, 0.04, -0.13], [0.13, -0.01, -0.36], [-0.12, 0.23, -0.15], [-0.03, 0.18, -0.21], [0.08, 0.02, -0.02], [0.04, -0.05, -0.20], [0.12, -0.04, -0.04], [-0.03, 0.13, 0.05], [-0.14, -0.04, 0.07], [0.12, -0.23, -0.17], [0.20, 0.04, -0.22], [0.09, 0.05, 0.19], [0.16, 0.00, 0.03], [-0.09, 0.00, -0.08], [0.03, -0.03, 0.11]],
  "mulliken_charge": [0.767, 0.539, -0.425, 0.687, -0.506, -0.393, -0.468, 0.260, -0.315, -0.185, 0.652, 0.741, -0.416, 0.515, -0.519, -0.443, 0.291, -0.478, -0.269, -0.044, -0.398, -0.157, -0.258, 0.707, -0.496, -0.389, 0.265, 0.315, 0.119, 0.294, 0.134, -0.039, -0.390, 0.606, -0.524, -0.357, 0.259, -0.114, 0.090, 0.312, 0.018, 0.752, -0.382, 0.536, -0.489, -0.376, 0.072, 0.236, -0.340, -0.134, -0.779, -0.282, -0.453, -0.203, 0.198, 0.275, -0.299, -1.187, -0.381, 0.045, -1.039, 0.338, -0.203, 0.427, 0.219, 0.468, 0.407, 0.320, 0.220, 0.429, 0.266, 0.511, -0.004, 0.468, 0.122, 0.233, -1.055, -0.318, 0.019, 0.606, -0.806, -0.033, -0.332, -0.137, -0.331, 0.030, -1.126, 0.180, 0.269, 0.452, 0.362, 0.312, 0.284, 0.133, 0.406, 0.199, -0.442, 0.082, 0.317, 0.264, 0.363, 0.322]
}

***

Q: Which max |F| values were calculated for the entries above? A: 0.126 0.026, in Eh/bohr.
Q: Which E values were calculated for the entries above? A: -25708.7886 -94486.3519, in eV.